C2HF3O2 | ωB97M-V/def2-TZVPD

Computed properties:
E = -14335.2825 eV
maximum force = 1.84 eV/Å
HOMO = -9.9 eV
ΔE to the lowest compared entry with this formula, charge and spin = 69.68 kcal/mol
molecular weight = 114.02 g/mol

```
8
Properties=species:S:1:pos:R:3:nbo_charge:R:1
F -1.5927 -1.8555 0.2431 -0.301
F 1.2461 1.3966 0.6483 -0.383
F 2.3825 0.3572 -0.7607 -0.343
O -1.8053 0.2364 -0.1569 -0.652
O 0.2497 -0.7474 -0.1277 -0.579
C 1.8606 0.2283 0.4312 0.643
C -0.9384 -0.7288 -0.0240 1.091
H -1.4025 1.1132 -0.2533 0.524
```